Formula: C10H16
Source: OMol25
Level of theory: wB97M-V/def2-TZVPD

Output
Net charge = 0
E_HOMO = -9.00 eV
Orbital gap = 9.98 eV
DFT total energy = -390.569443 Ha
SMILES string = CCc1ccccc1.CC

Each line ends with the Löwdin charge.
Cartesian coordinates (Å):
C (-2.6857, 1.7137, -0.9113)  -0.114
C (-1.3541, 1.3052, -0.2231)  -0.209
C (-0.4209, 0.4014, -1.0172)  -0.250
C (0.9371, 0.6177, -0.6733)  -0.067
C (1.8136, -0.1509, -1.4202)  -0.125
C (1.4585, -1.1058, -2.3290)  -0.141
C (0.1545, -1.3002, -2.7347)  -0.070
C (-0.7974, -0.4914, -2.0366)  -0.041
H (-3.5205, 1.0859, -0.5404)  0.076
H (-2.6099, 1.4653, -1.9818)  0.062
H (-3.0602, 2.6934, -0.8474)  0.041
H (-0.8700, 2.3589, 0.0550)  0.143
H (-1.5400, 0.7092, 0.7417)  0.120
H (1.3881, 1.4082, 0.0383)  0.135
H (2.9561, -0.0499, -1.2088)  0.134
H (2.1066, -1.7940, -2.8169)  0.091
H (-0.1674, -1.8690, -3.6519)  0.121
H (-1.8718, -0.4999, -2.2177)  0.097
C (0.8136, -0.0266, 2.9821)  -0.145
C (1.1096, -1.5683, 2.9301)  -0.150
H (1.3249, 0.3224, 3.8164)  0.031
H (1.3338, 0.4920, 2.2010)  0.028
H (-0.2471, 0.1546, 2.9761)  0.055
H (0.4005, -2.1707, 2.4508)  0.022
H (1.2541, -1.9178, 4.0179)  0.081
H (2.0940, -1.7834, 2.4009)  0.076

Cartesian forces (eV/Å) of the 2 atoms listed first:
C -0.26 -3.03 -0.48
C -0.63 1.57 1.27